Entry 1:
C14H27N4O2P | ωB97M-V with the def2-TZVPD basis set

- ΔE to the lowest compared entry with this formula, charge and spin: 34.2 kcal/mol
- F_max: 4.949 eV Å⁻¹
- Structure (SMILES): CCN(CC)P(=O)(NC(=O)c1cccn1C)N(CC)CC
- LUMO level: 0.7 eV
- Kohn-Sham gap: 0.34698 hartree
- Highest occupied orbital energy: -8.74 eV

```
! RIJCOSX wB97M-V def2-TZVPD def2/J DEFGRID3
* xyz 0 1
O 1.148 1.774 0.954
O 0.052 -1.772 -0.750
C 1.712 0.724 0.602
C 4.544 -1.353 1.861
C 3.541 -0.998 0.874
C 4.432 -0.445 2.905
C 2.860 0.122 1.336
N 3.365 0.402 2.591
N 1.406 0.234 -0.605
N -1.019 0.295 -2.033
N -1.236 0.002 0.702
C 2.772 1.348 3.564
C 0.551 0.298 -3.955
C -3.032 -0.133 -3.433
C -2.008 -2.207 1.616
C -3.307 1.277 0.953
C -0.268 1.156 -2.957
C -1.904 -0.736 -2.600
C -1.183 -0.911 1.851
C -1.789 1.339 0.922
P -0.185 -0.318 -0.644
H 5.288 -2.142 1.803
H 3.360 -1.564 -0.042
H 5.076 -0.375 3.776
H 2.010 -0.575 -0.802
H 2.805 2.365 3.180
H 1.766 1.073 3.881
H 3.358 1.387 4.451
H 1.432 -0.139 -3.471
H 0.942 0.971 -4.707
H -0.044 -0.442 -4.478
H -3.615 0.634 -2.908
H -3.742 -0.917 -3.729
H -2.632 0.254 -4.345
H -2.015 -2.770 2.514
H -1.568 -2.821 0.855
H -3.034 -1.993 1.335
H -3.690 0.908 0.021
H -3.624 2.312 1.147
H -3.694 0.611 1.742
H -0.979 1.784 -3.490
H 0.384 1.788 -2.374
H -1.330 -1.460 -3.184
H -2.369 -1.252 -1.764
H -1.568 -0.366 2.739
H -0.152 -1.174 2.122
H -1.322 1.766 1.829
H -1.494 2.037 0.148
*
```

These are the Löwdin partial charges, in e, on atoms 1 to 2: atom 1 (O): 0.04, atom 2 (O): -0.29

=====

Entry 2:
C5H7NO | ωB97M-V with the def2-TZVPD basis set

- ΔE to the lowest compared entry with this formula, charge and spin: 214.7 kcal/mol
- F_max: 5.591 eV Å⁻¹
- LUMO level (alpha / beta): 0.0 / -0.1 eV
- Kohn-Sham gap (alpha / beta): 0.33458 / 0.30304 hartree
- Highest occupied orbital energy (alpha / beta): -9.11 / -8.39 eV

```
! RIJCOSX wB97M-V def2-TZVPD def2/J DEFGRID3
* xyz 0 1
O 1.733 -0.794 -1.082
C 1.115 -0.344 0.130
C 0.372 0.969 0.186
C -1.109 0.817 -0.048
C -1.350 -0.637 -0.194
C -0.366 -0.759 0.910
N -0.557 0.700 1.317
H 2.408 -0.012 -1.626
H 1.769 -0.623 0.952
H 0.808 1.946 0.109
H -1.816 1.598 -0.312
H -0.371 -0.301 -2.208
H -2.320 -1.071 0.110
H -0.359 -1.505 1.706
*
```

These are the Löwdin partial charges, in e, on atoms 1 to 2: atom 1 (O): -0.16, atom 2 (C): -0.26

=====

Entry 3:
C38H55NO2P2Ru | ωB97M-V with the def2-TZVPD basis set

- ΔE to the lowest compared entry with this formula, charge and spin: 75.2 kcal/mol
- F_max: 6.185 eV Å⁻¹
- LUMO level (alpha / beta): -2.8 / -5.0 eV
- Kohn-Sham gap (alpha / beta): 0.23178 / 0.16157 hartree
- Highest occupied orbital energy (alpha / beta): -9.11 / -9.40 eV

```
! RIJCOSX wB97M-V def2-TZVPD def2/J DEFGRID3
* xyz 1 6
Ru -1.230 3.703 -1.032
C 1.043 2.406 1.406
C -0.293 2.680 1.858
C -0.029 0.397 1.790
C 1.174 0.997 1.340
C -0.936 1.431 2.119
C 2.191 3.341 1.411
H 1.882 4.365 1.623
H 2.746 3.334 0.470
H 2.883 3.015 2.203
C 2.397 0.231 1.045
H 3.222 0.896 0.747
H 2.213 -0.505 0.241
H 2.724 -0.345 1.937
C -0.161 -1.044 2.082
H -1.199 -1.328 2.277
H 0.451 -1.313 2.963
H 0.229 -1.618 1.229
C -2.150 1.232 2.934
H -1.845 0.812 3.913
H -2.858 0.512 2.489
H -2.684 2.174 3.137
C -0.636 3.897 2.604
H -0.246 3.719 3.631
H -1.720 4.069 2.677
H -0.138 4.797 2.211
C -0.671 4.464 -2.785
C -0.253 5.274 -1.647
C -1.046 6.465 -1.275
C -2.543 6.190 -0.857
C -2.888 4.756 -0.632
C -3.082 3.826 -1.730
C -3.086 4.200 -3.177
C -1.826 4.920 -3.659
H -0.999 7.157 -2.131
H -3.216 6.624 -1.622
H -0.549 6.959 -0.431
H -1.965 6.012 -3.651
H 0.137 4.027 -3.371
H 0.812 5.269 -1.417
H -1.609 4.642 -4.707
H -3.142 3.236 -3.713
H -3.760 3.000 -1.553
H -3.994 4.792 -3.349
H -2.694 6.723 0.100
H -3.542 4.600 0.241
P 0.959 1.008 -1.913
C 1.960 0.421 -3.300
C 1.642 2.708 -1.849
P -1.997 1.332 -0.970
C -0.767 1.321 -2.642
C -3.668 1.203 -0.143
C -1.656 -0.444 -0.792
H 2.108 -0.638 -3.083
H 2.902 0.978 -3.281
H 1.401 0.577 -4.226
H 1.564 3.194 -2.829
H 2.693 2.778 -1.541
H 1.047 3.297 -1.117
H -2.001 -0.899 -1.738
H -2.226 -0.856 0.046
H -0.597 -0.680 -0.681
H -1.107 0.496 -3.294
H -0.880 2.343 -3.079
H -4.080 0.198 -0.328
H -4.425 1.940 -0.443
H -3.515 1.355 0.941
C -0.150 -6.564 4.284
C 0.821 -5.576 3.671
C 1.656 -4.843 4.520
C 2.542 -3.889 4.016
C 2.607 -3.675 2.651
C 1.806 -4.439 1.779
N 1.868 -4.117 0.431
C 1.971 -4.930 -0.671
C 2.518 -6.222 -0.630
C 2.595 -6.978 -1.796
C 2.111 -6.454 -2.996
C 1.569 -5.158 -3.041
C 1.531 -4.369 -1.893
C 0.910 -2.985 -1.917
O 0.111 -2.723 -2.800
O 1.314 -2.170 -0.968
C 0.873 -5.374 2.290
C -0.058 -6.090 1.360
H -1.190 -6.328 4.011
H 0.060 -7.594 3.955
H -0.073 -6.533 5.379
H 1.597 -5.018 5.597
H 3.179 -3.310 4.691
H 3.286 -2.942 2.216
H 1.783 -3.113 0.132
H 2.848 -6.621 0.324
H 3.014 -7.982 -1.749
H 2.164 -7.050 -3.907
H 1.174 -4.734 -3.956
H -0.509 -5.398 0.640
H 0.467 -6.866 0.793
H -0.868 -6.576 1.911
*
```

These are the Löwdin partial charges, in e, on atoms 1 to 2: atom 1 (Ru): 1.24, atom 2 (C): -0.24

=====

Entry 4:
C39H55F17N3O7P | ωB97M-V with the def2-TZVPD basis set

- F_max: 2.073 eV Å⁻¹
- Structure (SMILES): CCCCCCCCCCc1nc2c(CCCCOC=O)c(COCOCCO)cc([C@H](C)F)c2nc1[PH2]=N.FC(F)C(F)(F)COC(F)(F)C(F)F.FC(F)C(F)(F)COC(F)(F)C(F)F
- LUMO level: -0.5 eV
- Kohn-Sham gap: 0.30980 hartree
- Highest occupied orbital energy: -8.92 eV

```
! RIJCOSX wB97M-V def2-TZVPD def2/J DEFGRID3
* xyz 0 1
C -5.103 3.398 2.623
C -6.420 2.777 3.180
C -7.403 2.331 2.079
C -7.050 0.900 1.567
C -8.211 -0.107 1.652
C -7.771 -1.552 1.325
C -6.936 -1.691 0.020
C -5.503 -2.197 0.219
C -4.876 -2.536 -1.177
C -3.632 -1.713 -1.581
C -2.485 -1.815 -0.580
N -1.800 -2.930 -0.611
C -0.798 -2.940 0.316
C 0.052 -4.081 0.350
C -0.214 -5.208 -0.641
C 0.734 -5.091 -1.880
C -0.033 -5.036 -3.224
C 0.625 -3.971 -4.127
O 0.011 -2.682 -3.894
C 0.881 -1.649 -4.034
O 1.702 -1.623 -4.927
C 1.075 -4.181 1.229
C 2.041 -5.358 1.288
O 3.365 -4.840 1.404
C 3.815 -4.379 0.156
O 4.971 -3.607 0.294
C 4.646 -2.219 0.220
C 4.639 -1.720 -1.245
O 3.445 -0.963 -1.497
C 1.286 -3.130 2.169
C 0.511 -2.035 2.179
C 0.820 -0.968 3.226
C 1.454 -1.540 4.518
F -0.302 -0.266 3.637
C -0.540 -1.914 1.227
N -1.283 -0.774 1.218
C -2.226 -0.723 0.312
P -3.173 0.861 0.292
N -3.135 1.644 -1.089
H -4.255 2.747 2.867
H -5.119 3.513 1.532
H -4.912 4.372 3.082
H -6.912 3.562 3.767
H -6.160 1.948 3.849
H -8.438 2.343 2.437
H -7.283 3.019 1.232
H -6.221 0.529 2.193
H -6.661 0.955 0.543
H -8.598 -0.065 2.678
H -8.964 0.200 0.914
H -7.198 -1.989 2.154
H -8.690 -2.140 1.199
H -7.448 -2.441 -0.601
H -6.967 -0.771 -0.580
H -5.480 -3.119 0.812
H -4.839 -1.481 0.714
H -4.712 -3.616 -1.250
H -5.647 -2.310 -1.929
H -3.238 -2.190 -2.491
H -3.858 -0.681 -1.858
H -1.258 -5.195 -0.955
H -0.035 -6.169 -0.145
H 1.514 -5.860 -1.862
H 1.247 -4.123 -1.778
H -1.095 -4.801 -3.105
H 0.065 -5.988 -3.762
H 1.679 -3.909 -3.839
H 0.527 -4.212 -5.189
H 0.846 -0.798 -3.335
H 1.995 -5.996 0.398
H 1.868 -5.939 2.200
H 4.047 -5.247 -0.487
H 3.068 -3.746 -0.355
H 3.697 -1.980 0.720
H 5.423 -1.661 0.753
H 4.729 -2.550 -1.955
H 5.487 -1.038 -1.367
H 3.701 -0.118 -1.875
H 2.120 -3.252 2.852
H 1.573 -0.285 2.803
H 2.513 -1.767 4.384
H 0.887 -2.442 4.776
H 1.277 -0.793 5.295
H -2.545 1.662 1.275
H -4.462 0.563 0.775
H -4.110 1.749 -1.375
C -1.709 7.011 0.006
C -0.174 6.986 -0.158
C 0.410 7.679 -1.392
F -0.004 7.114 -2.538
F 1.762 7.579 -1.369
F 0.258 5.709 -0.087
F 0.341 7.630 0.929
O -2.436 5.848 -0.376
C -2.853 5.680 -1.689
C -2.231 4.441 -2.332
F -0.883 4.539 -2.369
F -2.660 4.321 -3.614
F -2.642 6.802 -2.406
F -4.194 5.506 -1.644
H -1.877 7.077 1.081
H -2.151 7.917 -0.408
H 0.148 8.741 -1.405
H -2.500 3.538 -1.776
C 8.439 2.267 -1.218
C 7.532 1.247 -0.497
C 7.121 1.576 0.940
F 8.178 1.649 1.765
F 6.315 0.593 1.415
F 8.102 0.025 -0.561
F 6.378 1.173 -1.225
O 9.833 1.982 -1.280
C 10.677 2.369 -0.250
C 11.345 1.167 0.421
F 10.427 0.343 0.963
F 12.152 1.590 1.420
F 10.034 3.156 0.630
F 11.642 3.130 -0.809
H 8.124 2.240 -2.261
H 8.249 3.289 -0.890
H 6.569 2.519 0.984
H 11.936 0.601 -0.302
*
```

These are the Löwdin partial charges, in e, on atoms 1 to 2: atom 1 (C): -0.11, atom 2 (C): -0.25

=====

Entry 5:
C35H74N2O17S2 | ωB97M-V with the def2-TZVPD basis set

- F_max: 0.835 eV Å⁻¹
- Structure (SMILES): CCN(CC)C(=S)SCCC[C@](CON=O)(CC(=O)OC(C)=O)OC=O.COCCOC.COCCOC.COCCOC.COCCOC.COCCOC
- LUMO level: -0.4 eV
- Kohn-Sham gap: 0.29437 hartree
- Highest occupied orbital energy: -8.41 eV

```
! RIJCOSX wB97M-V def2-TZVPD def2/J DEFGRID3
* xyz 0 1
C 4.764 -0.698 0.565
C 4.126 -0.737 -0.820
N 4.463 -1.959 -1.549
C 4.284 -1.809 -3.015
C 5.458 -1.040 -3.636
C 3.884 -3.131 -1.042
S 4.662 -4.548 -1.075
S 2.208 -3.060 -0.351
C 1.315 -3.618 -1.841
C -0.083 -4.094 -1.466
C -1.124 -3.030 -1.071
C -1.146 -1.699 -1.851
C -0.065 -0.704 -1.346
O 0.979 -0.543 -2.294
N 1.120 0.813 -2.657
O 1.626 0.909 -3.699
C -2.532 -1.067 -1.569
C -2.974 0.068 -2.459
O -4.102 0.263 -2.763
O -1.967 0.929 -2.945
C -1.915 2.145 -2.326
C -1.150 3.160 -3.115
O -2.422 2.329 -1.259
O -0.985 -1.860 -3.270
C -1.839 -2.727 -3.878
O -2.866 -2.398 -4.375
H 4.852 0.341 0.887
H 4.174 -1.242 1.305
H 5.773 -1.110 0.518
H 3.044 -0.588 -0.737
H 4.504 0.105 -1.403
H 4.244 -2.814 -3.428
H 3.342 -1.283 -3.202
H 6.083 -0.610 -2.854
H 5.123 -0.215 -4.265
H 6.087 -1.686 -4.247
H 1.882 -4.473 -2.216
H 1.316 -2.858 -2.620
H 0.012 -4.795 -0.635
H -0.470 -4.678 -2.304
H -2.106 -3.494 -1.199
H -1.039 -2.804 -0.006
H -0.513 0.270 -1.156
H 0.345 -1.061 -0.401
H -3.312 -1.820 -1.668
H -2.531 -0.693 -0.540
H -1.467 4.150 -2.797
H -0.080 3.051 -2.938
H -1.348 3.033 -4.177
H -1.489 -3.768 -3.918
C -2.718 4.595 0.954
O -2.814 5.082 2.284
C -1.866 4.503 3.165
C -0.690 5.421 3.413
O 0.084 5.624 2.238
C -0.195 6.853 1.599
H -3.324 5.246 0.325
H -1.687 4.610 0.592
H -3.106 3.577 0.882
H -1.519 3.539 2.777
H -2.375 4.322 4.117
H -0.032 4.964 4.158
H -1.042 6.378 3.814
H 0.237 7.687 2.165
H -1.271 7.010 1.492
H 0.260 6.826 0.610
C 8.647 0.215 -5.423
O 8.571 0.791 -4.131
C 9.620 0.369 -3.273
C 10.711 1.410 -3.158
O 11.392 1.604 -4.386
C 10.974 2.757 -5.091
H 7.949 0.748 -6.067
H 9.652 0.300 -5.843
H 8.359 -0.841 -5.389
H 10.039 -0.582 -3.618
H 9.184 0.206 -2.282
H 11.448 1.065 -2.426
H 10.292 2.354 -2.797
H 11.357 3.666 -4.613
H 9.885 2.818 -5.156
H 11.387 2.691 -6.096
C -4.493 -7.719 -0.957
O -4.124 -6.355 -1.051
C -4.946 -5.600 -1.929
C -5.970 -4.778 -1.179
O -6.917 -5.596 -0.513
C -6.633 -5.748 0.865
H -3.952 -8.145 -0.113
H -5.565 -7.835 -0.787
H -4.212 -8.261 -1.866
H -5.441 -6.253 -2.655
H -4.291 -4.919 -2.485
H -6.516 -4.153 -1.892
H -5.467 -4.116 -0.466
H -6.869 -4.829 1.412
H -5.581 -5.999 1.027
H -7.254 -6.555 1.250
C -2.554 -8.255 5.971
O -3.857 -8.105 5.439
C -4.384 -6.797 5.584
C -4.280 -6.002 4.302
O -2.934 -5.739 3.939
C -2.446 -6.594 2.922
H -2.168 -9.211 5.622
H -1.887 -7.458 5.635
H -2.580 -8.264 7.066
H -3.880 -6.266 6.398
H -5.441 -6.899 5.849
H -4.770 -5.034 4.449
H -4.796 -6.523 3.489
H -2.873 -6.326 1.948
H -2.669 -7.643 3.135
H -1.366 -6.464 2.877
C -2.286 11.840 4.737
O -3.381 11.318 4.009
C -3.012 10.332 3.058
C -3.284 8.930 3.556
O -2.461 8.598 4.666
C -3.135 8.692 5.908
H -2.692 12.413 5.569
H -1.647 11.045 5.131
H -1.684 12.507 4.110
H -1.957 10.436 2.786
H -3.613 10.507 2.160
H -3.054 8.220 2.755
H -4.341 8.815 3.814
H -3.829 7.854 6.037
H -3.685 9.631 5.998
H -2.381 8.646 6.692
*
```

These are the Löwdin partial charges, in e, on atoms 1 to 2: atom 1 (C): -0.07, atom 2 (C): -0.28

=====

Entry 6:
C2H3HgO | ωB97M-V with the def2-TZVPD basis set

- ΔE to the lowest compared entry with this formula, charge and spin: 96.8 kcal/mol
- F_max: 3.861 eV Å⁻¹
- LUMO level (alpha / beta): -1.3 / -1.3 eV
- Kohn-Sham gap (alpha / beta): 0.28154 / 0.27527 hartree
- Highest occupied orbital energy (alpha / beta): -8.92 / -8.82 eV

```
! RIJCOSX wB97M-V def2-TZVPD def2/J DEFGRID3
* xyz 0 2
C -0.237 0.796 -0.301
C -0.678 -0.471 0.018
O 2.138 -0.870 0.502
Hg 1.793 0.867 -0.149
H -0.952 1.596 -0.052
H -1.550 -0.624 0.675
H -0.514 -1.293 -0.694
*
```

These are the Löwdin partial charges, in e, on atoms 1 to 2: atom 1 (C): -0.40, atom 2 (C): -0.16